(1)
C10H23AlBClNO7S | ωB97M-V/def2-TZVPD

Last column: Mulliken charge in e.
CARTESIAN COORDINATES (ANGSTROEM)
1 C 5.3879 -2.4983 -1.5601  -1.07
2 C 4.0476 -1.8954 -2.0300  -0.30
3 N 3.2793 -1.2778 -0.9617  -0.22
4 Al 1.9975 -0.0060 -1.4171  0.00
5 C 0.5707 -0.7068 -2.6802  -0.87
6 C -0.8789 -0.5664 -2.1660  -0.49
7 C -1.3384 -1.8039 -1.3948  -0.78
8 C -0.5683 -2.0415 -0.0967  0.11
9 S -1.1808 -1.1008 1.2748  1.00
10 O -1.7412 0.1576 0.9030  -0.37
11 O -0.3152 -1.2297 2.3993  -0.60
12 Cl -2.8566 -2.2689 1.7249  -0.33
13 O 2.8333 1.3316 -2.2920  -0.52
14 B 3.3659 2.4504 -1.8075  0.64
15 O 2.9991 3.0357 -0.5814  -0.50
16 O 4.4061 3.1089 -2.5215  -0.60
17 H 5.5548 -3.5005 -1.9640  0.32
18 H 6.2403 -1.8712 -1.8285  0.25
19 H 5.3771 -2.5741 -0.4705  0.31
20 H 3.4865 -2.6950 -2.5445  0.16
21 H 4.2465 -1.1232 -2.7788  0.34
22 H 2.9688 -1.9918 -0.3113  0.22
23 H 1.2433 0.4525 -0.0611  -0.26
24 H 0.7462 -1.7670 -2.9175  0.30
25 H 0.6394 -0.1689 -3.6331  0.46
26 H -0.9867 0.3154 -1.5274  0.28
27 H -1.5755 -0.4366 -3.0033  0.33
28 H -1.1555 -2.6761 -2.0285  0.48
29 H -2.4069 -1.7746 -1.1634  0.30
30 H -0.6812 -3.0673 0.2546  0.52
31 H 0.4967 -1.8112 -0.1570  -0.65
32 H 2.2086 3.5785 -0.6323  0.26
33 H 4.0820 3.4612 -3.3581  0.26
34 O -5.3778 3.9152 4.6783  -0.59
35 C -4.8217 3.0657 4.0414  0.48
36 O -4.0008 3.3544 3.0125  -0.37
37 C -3.5466 2.1424 2.3657  -0.33
38 C -3.7107 1.0498 3.4160  -0.06
39 C -4.9094 1.5594 4.2107  -0.47
40 H -4.1757 1.9711 1.4901  0.19
41 H -2.5232 2.2874 2.0392  0.32
42 H -3.8465 0.0641 2.9773  0.02
43 H -2.8253 1.0184 4.0526  0.26
44 H -5.8594 1.2324 3.7818  0.26
45 H -4.8955 1.3011 5.2662  0.30

The value obtained for the gap between HOMO and LUMO is 6.984 eV. As for the total energy: -57204.3906 eV. For the HOMO energy, the calculation gives -0.1722 Ha. The total charge is -1. The LUMO energy is 2.2990 eV. As for the spin multiplicity: 1.



(2)
C9H20OSi | ωB97M-V/def2-TZVPD

Last column: Mulliken charge in e.
CARTESIAN COORDINATES (ANGSTROEM)
1 C 0.9311 -3.0443 -0.9876  -0.96
2 C 1.1129 -2.0700 -0.0911  -0.10
3 C 0.7779 -0.3732 -0.3460  1.04
4 C 0.7218 0.1811 1.0661  -1.25
5 C 1.9830 0.1544 1.9164  -1.35
6 C 2.0178 0.2427 -1.1293  -0.90
7 C 1.9618 1.7571 -1.2804  -1.05
8 Si -0.9724 0.0021 -1.2442  0.24
9 O -2.1322 -0.1497 -0.1301  -0.13
10 C -3.2040 0.7878 0.0208  -0.20
11 C -3.7909 0.3568 1.3025  -1.24
12 H 1.1007 -4.0807 -0.7425  0.28
13 H 0.7144 -3.0120 -2.0447  0.27
14 H 1.4933 -2.1860 0.8946  0.18
15 H -0.1856 -0.2750 1.4313  0.58
16 H 0.4555 1.2347 1.1335  0.47
17 H 2.5254 -0.8662 1.9458  0.21
18 H 1.7957 0.4084 2.9158  0.51
19 H 2.6346 0.9873 1.7202  0.34
20 H 2.0090 -0.1867 -2.1086  0.53
21 H 2.9203 -0.1384 -0.6321  0.41
22 H 1.5942 2.1786 -0.3784  0.29
23 H 2.8773 2.2873 -1.6862  0.33
24 H 1.2789 2.1161 -2.1567  0.22
25 H -0.8728 1.5004 -1.6200  -0.17
26 H -1.1561 -1.0074 -2.2341  -0.20
27 H -2.9249 1.7838 0.0925  0.37
28 H -3.9252 0.5495 -0.7518  0.32
29 H -3.7663 -0.6399 1.5490  0.38
30 H -3.0982 0.7559 2.0977  0.27
31 H -4.8767 0.7454 1.4773  0.30

The value obtained for the gap between HOMO and LUMO is 10.215 eV. As for the total energy: -19580.2648 eV. For the relative energy (zero: lowest compared OMol25 entry of this formula, charge and spin), the calculation gives 2.816 eV. For the HOMO energy, the calculation gives -0.3413 Ha. The total charge is 0. The SMILES is C=CC(CC)(CC)[SiH2]OCC. The LUMO energy is 0.9283 eV. As for the spin multiplicity: 1.



(3)
C22H45N3O6 | ωB97M-V/def2-TZVPD

Last column: Mulliken charge in e.
CARTESIAN COORDINATES (ANGSTROEM)
1 O -1.4614 -3.0362 -1.8409  -0.60
2 C -0.9926 -2.3094 -0.9829  -0.09
3 C 0.1110 -2.7638 -0.1145  -0.61
4 C 0.6771 -1.9236 0.7511  -0.41
5 C 0.2549 -0.5043 0.8332  0.62
6 O 0.9214 0.2804 1.4819  -0.65
7 C -0.9660 -0.0691 0.0875  0.84
8 C -1.5568 1.3091 0.2628  -1.20
9 C -0.6789 2.4954 -0.2168  -0.40
10 C 0.1039 3.2075 0.8900  -0.58
11 C 1.4095 3.9033 0.4282  -0.60
12 O 1.7187 3.6949 -0.9520  -0.53
13 C -1.5158 -0.9439 -0.7711  -0.54
14 H 0.4351 -3.7931 -0.2112  0.64
15 H 1.4949 -2.2134 1.4010  0.58
16 H -2.4582 1.3059 -0.3572  0.39
17 H -1.8907 1.4664 1.2931  0.35
18 H -0.0378 2.1337 -1.0198  0.49
19 H -1.3690 3.2203 -0.6554  0.34
20 H -0.5490 3.9776 1.3138  0.48
21 H 0.3388 2.5237 1.6994  0.17
22 H 2.2449 3.5575 1.0431  0.32
23 H 1.3292 4.9825 0.5731  0.24
24 H 2.4858 3.1181 -1.0189  0.30
25 H -2.3848 -0.6732 -1.3625  0.42
26 C -4.8229 3.3221 -3.4138  -0.76
27 O -3.5306 3.4073 -2.8459  -0.29
28 C -2.4551 3.3351 -3.7634  -0.54
29 C -2.0918 4.6623 -4.4396  0.34
30 C -3.0650 5.0886 -5.5335  -1.47
31 N -1.9346 5.7586 -3.4815  -0.73
32 H -4.8355 2.6416 -4.2707  0.36
33 H -5.1963 4.2996 -3.7285  0.23
34 H -5.4913 2.9314 -2.6470  0.24
35 H -1.5943 3.0138 -3.1707  0.19
36 H -2.6490 2.5537 -4.5107  0.46
37 H -1.1162 4.5038 -4.9097  0.40
38 H -3.9874 5.4917 -5.1146  0.29
39 H -2.6190 5.8732 -6.1437  0.36
40 H -3.3218 4.2517 -6.1860  0.34
41 H -1.1872 5.5375 -2.8299  0.25
42 H -2.7758 5.8049 -2.9132  0.33
43 C -2.5990 0.1081 6.5930  -0.66
44 O -1.3604 0.4729 6.0170  -0.37
45 C -0.2963 -0.4329 6.2327  -0.70
46 C -0.2418 -1.6021 5.2419  0.17
47 C -1.2936 -2.6778 5.4922  -1.50
48 N -0.3286 -1.1580 3.8490  -0.41
49 H -2.4567 -0.4018 7.5508  0.30
50 H -3.1856 -0.5337 5.9309  0.24
51 H -3.1606 1.0256 6.7656  0.26
52 H 0.6155 0.1578 6.1140  0.34
53 H -0.3190 -0.8003 7.2675  0.43
54 H 0.7409 -2.0664 5.3727  0.43
55 H -2.2798 -2.3607 5.1519  0.28
56 H -1.0392 -3.5834 4.9422  0.35
57 H -1.3616 -2.9296 6.5523  0.37
58 H 0.4479 -0.5371 3.6378  0.23
59 H -1.1554 -0.5710 3.7647  0.23
60 C 6.2487 -4.9648 -2.5188  -0.64
61 O 5.4377 -3.8093 -2.6024  -0.39
62 C 4.0495 -4.0459 -2.7269  -0.92
63 C 3.3193 -4.2760 -1.3985  0.81
64 C 3.5609 -5.6511 -0.7852  -1.53
65 N 3.6275 -3.2456 -0.4019  -0.58
66 H 5.8514 -5.7741 -3.1390  0.30
67 H 6.3507 -5.3200 -1.4904  0.22
68 H 7.2379 -4.6955 -2.8872  0.26
69 H 3.6413 -3.1431 -3.1883  0.36
70 H 3.8693 -4.8790 -3.4192  0.44
71 H 2.2512 -4.1998 -1.6264  0.13
72 H 4.5440 -5.7149 -0.3183  0.31
73 H 2.8228 -5.8496 -0.0082  0.35
74 H 3.4858 -6.4396 -1.5361  0.36
75 H 3.3455 -2.3380 -0.7616  0.25
76 H 4.6392 -3.1866 -0.3204  0.28

The value obtained for the gap between HOMO and LUMO is 7.961 eV. As for the total energy: -40296.2126 eV. For the HOMO energy, the calculation gives -0.3358 Ha. The total charge is 0. The SMILES is O=C1C=CC(=O)C(CCCCO)=C1.COC[C@@H](C)N.COC[C@@H](C)N.COC[C@@H](C)N. The LUMO energy is -1.1762 eV. As for the spin multiplicity: 1.



(4)
C13H10ClN3S | ωB97M-V/def2-TZVPD

Last column: Mulliken charge in e.
CARTESIAN COORDINATES (ANGSTROEM)
1 Cl 2.8151 -4.8300 0.2246  -0.22
2 C 1.5981 -3.6965 0.6964  0.40
3 C 1.8938 -2.3427 0.7193  -0.74
4 C 0.9177 -1.4409 1.1005  -0.10
5 C -0.3510 -1.8816 1.4607  0.34
6 C -1.4080 -0.9011 1.8439  -1.06
7 S -2.4342 -0.4433 0.3878  -0.18
8 C -1.4548 0.8252 -0.2689  0.19
9 N -0.3799 1.3186 0.2809  -0.40
10 C 0.0427 2.3014 -0.5751  0.58
11 C 1.1310 3.1636 -0.5166  -0.49
12 C 1.2572 4.0495 -1.5710  -0.28
13 N 0.4271 4.1262 -2.6075  -0.63
14 C -0.6097 3.3156 -2.6795  -0.64
15 C -0.8393 2.3841 -1.6819  0.43
16 N -1.7913 1.4184 -1.4525  -0.05
17 C -0.6314 -3.2431 1.4242  -0.43
18 C 0.3374 -4.1538 1.0467  -0.63
19 H 2.8779 -1.9998 0.4410  0.42
20 H 1.1311 -0.3828 1.1104  0.45
21 H -2.1141 -1.3205 2.5591  0.53
22 H -0.9877 0.0333 2.2092  0.43
23 H 1.8299 3.1411 0.3029  0.41
24 H 2.0771 4.7542 -1.5998  0.38
25 H -1.2526 3.4208 -3.5430  0.34
26 H -2.5841 1.1883 -2.0268  0.18
27 H -1.6172 -3.5942 1.6922  0.37
28 H 0.1192 -5.2098 1.0226  0.41

The value obtained for the gap between HOMO and LUMO is 9.013 eV. As for the total energy: -41471.9809 eV. For the relative energy (zero: lowest compared OMol25 entry of this formula, charge and spin), the calculation gives 0.000 eV. For the HOMO energy, the calculation gives -0.3160 Ha. The total charge is 0. The SMILES is Clc1ccc(CSc2nc3ccncc3[nH]2)cc1. The LUMO energy is 0.4135 eV. As for the spin multiplicity: 1.



(5)
C2H3NO3S | ωB97M-V/def2-TZVPD

Last column: Mulliken charge in e.
CARTESIAN COORDINATES (ANGSTROEM)
1 O 1.8385 0.8702 -1.3074  -0.48
2 S 1.2160 0.5279 -0.0712  0.97
3 O 1.6951 1.1316 1.1457  -0.51
4 C -0.6078 0.6233 0.0544  -0.37
5 C -0.9936 -0.8230 -0.0459  -0.20
6 N -0.1797 -1.8099 -0.1285  -0.17
7 O 1.0969 -1.5309 -0.1068  -0.29
8 H -1.1932 1.3436 -0.5395  0.38
9 H -0.8643 0.9255 1.0472  0.29
10 H -2.0077 -1.2583 -0.0480  0.38

The value obtained for the gap between HOMO and LUMO is 9.681 eV. As for the total energy: -20586.4626 eV. For the relative energy (zero: lowest compared OMol25 entry of this formula, charge and spin), the calculation gives 3.744 eV. For the HOMO energy, the calculation gives -0.3792 Ha. The total charge is 0. The SMILES is O=S1(=O)CC=NO1. The LUMO energy is -0.6388 eV. As for the spin multiplicity: 1.